Record 1
# C26H78AgN16O13

A molecular structure, C26H78AgN16O13 (the ωB97M-V functional and the def2-TZVPD basis, the OMol25 dataset).

Structure (XYZ):
```
134
Properties=species:S:1:pos:R:3:mulliken_charge:R:1
Ag 0.06 -5.52 -2.58 0.2735
O 1.02 -1.45 -1.88 -0.7239
C 0.48 -0.84 -0.72 -0.4303
C -0.95 -1.38 -0.07 -0.2679
O -1.12 -2.77 0.27 -0.6934
H 0.61 0.24 -0.79 0.2868
H 1.24 -0.84 0.06 0.2108
H -1.72 -1.12 -0.79 0.1599
H -1.20 -0.77 0.80 0.2067
C -5.60 -4.07 -7.19 -1.4835
C -4.26 -3.35 -6.94 0.5120
C -4.42 -2.23 -5.86 -0.7597
O -5.26 -1.16 -6.24 -0.3299
C -5.47 -0.21 -5.22 -0.7064
N -3.29 -4.34 -6.60 -0.7165
H -5.76 -4.90 -6.50 0.3706
H -5.54 -4.56 -8.16 0.3737
H -6.43 -3.36 -7.20 0.3578
H -3.91 -3.04 -7.92 0.3291
H -3.44 -1.81 -5.63 0.3851
H -4.80 -2.67 -4.93 0.3115
H -6.06 0.65 -5.54 0.2424
H -4.52 0.09 -4.79 0.2995
H -6.05 -0.71 -4.45 0.3056
H -2.52 -4.29 -7.24 0.2785
H -3.76 -5.21 -6.81 0.2265
C 7.42 5.23 1.50 -1.3994
C 6.76 3.85 1.75 0.5907
C 6.77 3.62 3.24 -0.6488
O 8.09 3.58 3.88 -0.3450
C 8.79 2.34 3.84 -0.6999
N 5.42 3.76 1.22 -0.6931
H 7.31 5.48 0.44 0.3936
H 8.47 5.22 1.76 0.3207
H 6.95 6.09 1.98 0.3181
H 7.32 3.12 1.16 0.2101
H 6.16 2.74 3.47 0.3519
H 6.32 4.45 3.77 0.2660
H 8.15 1.52 4.15 0.3160
H 9.66 2.49 4.48 0.2383
H 9.04 1.96 2.85 0.2844
H 5.42 4.06 0.26 0.2461
H 5.15 2.79 1.18 0.2530
C -5.08 9.51 1.86 -1.3899
C -6.01 8.29 1.76 0.4372
C -5.30 6.98 2.04 -0.6902
O -6.14 5.85 1.98 -0.3395
C -5.65 4.66 2.63 -0.7922
N -7.09 8.45 2.73 -0.7478
H -5.62 10.37 1.47 0.3587
H -4.16 9.41 1.29 0.3583
H -4.76 9.85 2.84 0.3450
H -6.46 8.18 0.77 0.2846
H -4.86 7.00 3.04 0.3487
H -4.47 6.94 1.33 0.3136
H -6.34 3.82 2.67 0.3021
H -5.59 4.85 3.70 0.3316
H -4.66 4.29 2.35 0.3069
H -6.67 8.61 3.64 0.2711
H -7.55 7.56 2.86 0.3017
C 0.54 -2.03 7.67 -1.3151
C 0.50 -0.47 7.63 0.4766
C 1.82 0.02 6.98 -0.8185
O 3.00 0.00 7.78 -0.3714
C 3.19 1.00 8.78 -0.6483
N -0.58 0.09 6.72 -0.7608
H 0.80 -2.40 6.68 0.3379
H -0.35 -2.48 8.09 0.3955
H 1.40 -2.26 8.30 0.3012
H 0.35 -0.20 8.68 0.2242
H 1.63 1.03 6.60 0.4030
H 2.07 -0.46 6.03 0.4142
H 2.49 0.72 9.57 0.2658
H 2.95 2.01 8.44 0.3020
H 4.22 0.98 9.16 0.2262
H -0.42 -0.28 5.80 0.2803
H -1.35 -0.51 6.98 0.2862
C 1.95 -1.97 -11.04 -1.0467
C 2.80 -2.23 -9.77 -0.1474
O 2.15 -3.08 -8.81 -0.5281
H 1.65 -2.95 -11.39 0.2875
H 2.53 -1.45 -11.80 0.3042
H 0.99 -1.47 -10.93 0.3070
H 3.06 -1.29 -9.28 0.3316
H 3.63 -2.85 -10.11 0.1774
H 2.30 -2.70 -7.94 0.3095
C -5.22 -7.82 -2.33 0.6633
O -4.09 -8.10 -2.64 -0.6415
N -6.26 -8.58 -2.66 -0.4002
N -5.58 -6.80 -1.60 -0.4097
H -6.14 -9.42 -3.21 0.2065
H -7.16 -8.30 -2.30 0.1411
H -6.56 -6.56 -1.67 0.1850
H -4.79 -6.27 -1.27 0.2474
C 1.94 2.73 -6.63 0.6755
O 2.06 3.69 -7.32 -0.6214
N 2.80 2.32 -5.69 -0.4105
N 1.00 1.79 -6.83 -0.3724
H 3.64 2.90 -5.66 0.2078
H 2.57 1.51 -5.13 0.1986
H 1.17 0.96 -6.29 0.1425
H 0.19 1.86 -7.44 0.1829
C 7.78 -1.18 -2.46 0.6538
O 9.00 -1.34 -2.42 -0.6754
N 7.24 -0.81 -3.57 -0.3680
N 6.94 -1.32 -1.41 -0.4017
H 6.23 -0.85 -3.62 0.1713
H 7.81 -0.60 -4.37 0.2115
H 5.96 -1.43 -1.61 0.1925
H 7.35 -1.54 -0.52 0.2175
C 0.90 6.10 4.11 0.6303
O 0.38 6.34 5.17 -0.6545
N 0.54 5.14 3.31 -0.3559
N 1.79 6.79 3.50 -0.3989
H 1.07 5.03 2.45 0.1245
H -0.25 4.55 3.53 0.2072
H 2.28 7.42 4.12 0.2436
H 2.22 6.30 2.74 0.1989
C 2.38 -7.37 3.03 0.6283
O 3.21 -8.02 3.54 -0.6120
N 2.62 -6.14 2.62 -0.3688
N 1.20 -7.65 2.56 -0.3621
H 1.86 -5.62 2.19 0.1396
H 3.40 -5.56 2.90 0.1929
H 0.61 -6.92 2.18 0.1768
H 0.83 -8.56 2.76 0.1989
C -5.41 -5.24 4.40 0.6795
O -6.25 -5.63 5.18 -0.6994
N -4.38 -5.92 4.04 -0.3676
N -5.38 -4.16 3.79 -0.3636
H -4.32 -6.91 4.24 0.2006
H -3.76 -5.46 3.39 0.1605
H -6.19 -3.59 3.98 0.2159
H -4.67 -3.87 3.13 0.1737
```

Properties
* gap between HOMO and LUMO: 3.43 eV
* LUMO level: 0.1 eV
* total charge: -1
* E: -3038.3281 a.u.

=====

Record 2
# C45H120O45S15

15 unconnected molecules or ions with the total composition C45H120O45S15 (the ωB97M-V functional and the def2-TZVPD basis, the OMol25 dataset).

Structure (XYZ):
```
225
Properties=species:S:1:pos:R:3:mulliken_charge:R:1
O -2.73 -3.90 1.69 -0.2021
S -4.03 -4.41 1.26 0.2617
O -4.98 -3.49 0.64 -0.2183
O -3.85 -5.67 0.25 -0.2426
C -2.64 -6.34 0.29 -0.9776
C -1.70 -5.86 -0.83 -0.2871
C -4.83 -5.30 2.68 -0.9228
H -2.89 -7.40 0.27 0.4497
H -2.10 -6.20 1.23 0.3626
H -0.76 -6.42 -0.84 0.4153
H -1.50 -4.81 -0.62 -0.3361
H -2.17 -5.97 -1.81 0.3218
H -5.31 -6.18 2.25 0.4639
H -5.63 -4.68 3.07 0.2429
H -4.03 -5.62 3.35 0.2872
O 0.38 5.19 -3.21 -0.7814
S -0.15 4.40 -2.07 0.8303
O 0.49 3.15 -1.68 -0.2084
O -0.15 5.43 -0.75 0.2545
C -0.48 6.77 -1.04 -0.2762
C -0.55 7.48 0.25 -1.1842
C -1.92 4.06 -2.22 -1.1434
H -1.48 6.94 -1.44 0.2221
H 0.18 7.13 -1.82 0.3890
H -1.07 6.97 1.06 0.1432
H -1.01 8.46 0.12 0.4194
H 0.46 7.58 0.65 0.3197
H -2.11 3.52 -3.14 0.3217
H -2.38 5.04 -2.31 0.5210
H -2.14 3.48 -1.32 0.2181
O -6.09 2.00 4.29 -0.7008
S -5.91 1.05 3.16 0.8851
O -4.58 0.66 2.64 0.1513
O -6.82 -0.26 3.62 -0.3874
C -6.76 -1.46 2.81 0.6473
C -8.08 -1.54 2.20 -1.4723
C -6.98 1.79 1.84 -0.7317
H -6.54 -2.29 3.50 0.1037
H -6.02 -1.26 2.04 -0.0239
H -8.77 -1.27 3.00 0.4283
H -8.34 -2.47 1.70 0.2305
H -8.26 -0.83 1.38 0.3197
H -6.92 1.06 1.03 -0.0096
H -6.56 2.75 1.56 0.3557
H -8.01 2.00 2.12 0.4307
O 4.25 -2.62 -2.88 -0.2466
S 5.22 -2.07 -1.88 0.2929
O 5.10 -0.72 -1.36 0.0536
O 5.29 -3.18 -0.62 0.2063
C 5.59 -4.53 -0.94 -0.5951
C 4.50 -5.34 -0.28 -1.1600
C 6.94 -2.21 -2.63 -1.1896
H 6.65 -4.71 -0.75 0.3364
H 5.49 -4.70 -2.01 0.3506
H 3.52 -5.17 -0.74 0.0549
H 4.62 -5.19 0.79 0.3049
H 4.63 -6.42 -0.41 0.5088
H 6.96 -1.70 -3.59 0.4418
H 7.16 -3.26 -2.82 0.3986
H 7.62 -1.81 -1.88 0.3470
O 7.44 4.92 -4.07 -0.6156
S 6.02 5.25 -3.72 1.2292
O 5.07 5.29 -4.79 -0.5929
O 5.40 4.35 -2.44 -0.1273
C 4.01 4.52 -2.22 -0.2043
C 3.57 4.51 -0.77 -0.0302
C 5.98 6.92 -2.98 -0.6943
H 3.47 3.72 -2.73 -0.4873
H 3.61 5.40 -2.72 0.6668
H 3.51 3.49 -0.39 -0.4759
H 2.63 5.06 -0.66 0.0710
H 4.17 5.10 -0.08 0.4231
H 6.62 6.88 -2.10 0.1801
H 4.97 7.15 -2.64 0.2469
H 6.31 7.61 -3.76 0.4052
O -5.11 -2.11 8.12 -0.6413
S -4.19 -0.95 7.98 1.0710
O -3.19 -0.73 9.05 -0.5996
O -3.42 -1.08 6.50 -0.2470
C -4.14 -1.68 5.49 0.0142
C -3.12 -2.27 4.52 -0.2593
C -5.11 0.64 7.61 -0.4751
H -4.64 -0.87 4.96 -0.1906
H -4.91 -2.41 5.74 0.4379
H -3.60 -2.82 3.71 -0.1873
H -2.45 -2.97 5.01 0.4477
H -2.53 -1.50 4.03 -0.0493
H -5.30 0.80 6.55 -0.0499
H -4.49 1.47 7.96 0.3359
H -5.99 0.56 8.24 0.3332
O 2.03 0.37 3.17 -0.2544
S 1.73 -1.02 3.51 -1.2643
O 0.36 -1.43 3.43 -0.4851
O 2.58 -2.01 2.55 0.4227
C 2.26 -3.41 2.37 -1.2979
C 1.55 -3.48 1.00 0.3852
C 2.32 -1.52 5.21 1.4549
H 1.60 -3.67 3.19 0.2833
H 3.16 -4.02 2.36 -0.0529
H 1.24 -4.52 0.83 0.5155
H 2.23 -3.32 0.16 -0.2965
H 0.62 -2.92 0.86 -0.3055
H 1.59 -1.08 5.90 0.1962
H 3.35 -1.18 5.31 -0.0491
H 2.32 -2.60 5.14 -0.2198
O 9.01 -2.79 2.90 -0.5708
S 8.71 -1.55 3.60 1.0114
O 9.74 -0.71 4.09 -0.5677
O 7.71 -0.62 2.59 -0.3599
C 6.64 -1.34 1.87 -0.3891
C 5.34 -0.63 2.20 1.2422
C 7.42 -1.92 4.97 -0.8995
H 6.68 -2.40 2.11 0.8175
H 6.96 -1.19 0.84 -0.3418
H 5.07 -0.82 3.24 0.1149
H 4.54 -0.96 1.54 -0.7027
H 5.38 0.42 1.92 -0.3247
H 6.58 -2.46 4.55 0.2581
H 7.15 -0.92 5.33 0.2623
H 7.86 -2.39 5.85 0.4414
O -2.03 0.10 -1.67 0.3945
S -1.67 -1.07 -0.90 -0.2355
O -2.03 -2.42 -1.29 0.2187
O 0.02 -0.97 -0.79 0.3541
C 0.62 0.14 -0.12 0.0917
C 2.13 0.28 -0.49 0.9033
C -2.11 -0.72 0.91 -0.3709
H 0.57 -0.08 0.95 -0.2994
H 0.06 1.02 -0.45 0.5790
H 2.80 -0.48 -0.08 -0.6937
H 2.45 1.30 -0.30 -0.3921
H 2.25 0.09 -1.56 -0.3016
H -3.16 -1.00 0.94 0.4405
H -1.84 0.32 1.10 -0.0677
H -1.47 -1.39 1.48 -0.0259
O -2.50 5.62 2.63 -0.6430
S -2.81 4.20 2.50 0.8246
O -3.95 3.70 1.73 -0.3279
O -1.48 3.36 1.95 0.0895
C -0.30 3.98 2.31 -0.6198
C 0.88 3.11 1.88 0.0625
C -2.95 3.55 4.19 -1.0357
H -0.41 4.12 3.39 0.6719
H -0.30 4.93 1.79 -0.1192
H 0.93 3.17 0.80 -0.4716
H 0.64 2.09 2.16 -0.2198
H 1.86 3.38 2.29 0.5841
H -2.77 2.48 4.08 0.1381
H -3.91 3.83 4.61 0.4197
H -2.16 4.05 4.75 0.5349
O 10.20 4.63 -0.69 -0.6177
S 8.93 4.71 0.07 0.9992
O 7.84 5.45 -0.53 -0.5125
O 8.36 3.15 0.32 -0.3248
C 7.04 2.99 0.84 -0.4513
C 6.21 2.10 -0.06 -0.2875
C 9.03 5.32 1.79 -0.9023
H 6.56 3.97 0.86 0.3696
H 7.04 2.60 1.85 0.3402
H 5.23 2.04 0.41 -0.2014
H 6.66 1.13 -0.24 0.2384
H 6.06 2.42 -1.09 0.2878
H 9.40 6.34 1.77 0.3545
H 9.73 4.65 2.30 0.3689
H 8.07 5.21 2.27 0.2952
O -8.81 4.16 -2.88 -0.6301
S -7.44 4.00 -2.38 1.1318
O -7.12 3.89 -0.96 -0.5144
O -6.83 2.68 -3.17 -0.4494
C -5.48 2.26 -2.81 0.3577
C -4.76 1.47 -3.95 -0.8386
C -6.37 5.41 -3.09 -0.8827
H -5.71 1.51 -2.06 -0.1359
H -4.85 2.96 -2.26 0.3694
H -4.32 2.20 -4.63 0.4268
H -5.36 0.73 -4.49 0.4283
H -3.89 0.93 -3.58 -0.2107
H -5.48 5.50 -2.46 0.1981
H -6.90 6.36 -3.17 0.4061
H -6.13 5.17 -4.12 0.3370
O -1.58 1.39 -4.54 -0.4669
S -0.95 0.33 -5.30 1.1478
O -1.48 -0.18 -6.56 -0.6693
O 0.69 0.63 -5.43 -0.5536
C 1.34 1.40 -4.39 0.6670
C 2.73 0.89 -4.28 -0.9725
C -0.73 -1.14 -4.17 0.6692
H 0.85 1.30 -3.42 -0.2653
H 1.38 2.44 -4.72 0.3975
H 2.79 -0.15 -3.93 0.0235
H 3.20 1.50 -3.51 -0.0239
H 3.19 0.92 -5.27 0.5363
H -0.21 -0.79 -3.28 -0.5009
H -0.23 -2.02 -4.58 0.3002
H -1.72 -1.55 -3.97 -0.4330
O -6.34 -1.94 -4.56 -0.6460
S -6.22 -2.12 -3.15 1.1623
O -6.13 -1.02 -2.20 -0.3622
O -7.47 -3.16 -2.74 -0.5292
C -7.71 -3.40 -1.36 0.4879
C -9.15 -3.76 -1.05 -1.4572
C -4.72 -3.22 -2.74 -0.6869
H -7.36 -2.61 -0.70 0.0312
H -7.04 -4.25 -1.19 0.1374
H -9.62 -4.62 -1.53 0.3800
H -9.77 -2.94 -1.42 0.3684
H -9.39 -3.86 0.01 0.3600
H -3.91 -2.89 -3.38 0.2743
H -4.91 -4.22 -3.12 0.5395
H -4.48 -3.18 -1.68 -0.1348
O -0.78 -4.57 -4.39 -0.5481
S 0.55 -4.94 -3.92 1.1248
O 0.96 -6.31 -3.71 -0.6290
O 1.68 -4.07 -4.76 -0.2095
C 2.97 -4.63 -5.03 0.0444
C 3.00 -5.58 -6.25 -1.4028
C 1.00 -4.05 -2.27 -0.1104
H 3.30 -5.19 -4.15 0.1651
H 3.52 -3.70 -5.15 0.3261
H 2.63 -5.19 -7.20 0.3357
H 2.43 -6.50 -6.12 0.3140
H 4.03 -5.79 -6.53 0.4040
H 0.08 -3.56 -1.93 -0.5049
H 1.82 -3.37 -2.51 0.2270
H 1.39 -4.70 -1.49 0.2966
```

Properties
* gap between HOMO and LUMO (spin up / spin down): 1.61 / 10.46 eV
* LUMO level (spin up / spin down): 1.3 / 1.3 eV
* total charge: -1
* <S²>: 0.75
* E: -11144.7705 a.u.
* spin multiplicity: 2

=====

Record 3
# C25H32N2O4

C25H32N2O4 in the gas phase (the ωB97M-V functional and the def2-TZVPD basis, the OMol25 dataset).

Structure (XYZ):
```
63
Properties=species:S:1:pos:R:3:mulliken_charge:R:1
C -1.42 -0.97 3.16 -0.8063
H -0.53 -0.42 2.84 0.1991
O -2.04 -1.63 2.09 -0.4260
C -2.50 -0.88 1.04 0.7511
C -2.39 0.50 0.98 0.1333
C -2.84 1.19 -0.14 -0.3304
C -3.40 0.50 -1.19 -0.9881
C -3.55 -0.90 -1.14 0.2242
C -3.10 -1.60 -0.02 0.8959
O -3.17 -2.98 0.04 -0.5269
C -3.99 -3.51 1.07 -0.7845
H -3.99 -4.58 0.91 0.2953
H -3.60 -3.28 2.06 0.2443
H -5.02 -3.12 0.99 0.3084
O -4.12 -1.41 -2.26 -0.4329
C -4.38 -2.79 -2.39 -0.7268
H -5.12 -3.14 -1.66 0.2565
H -4.78 -2.91 -3.39 0.2770
H -3.47 -3.39 -2.28 0.2725
H -3.75 1.00 -2.07 0.4168
C -2.64 2.69 -0.19 -1.1245
N -1.31 3.01 0.28 0.4787
C -0.28 2.51 -0.61 -1.1991
H -0.54 1.49 -0.91 0.6054
C 1.06 2.53 0.14 1.1128
C 2.15 1.90 -0.71 0.0839
O 2.94 2.57 -1.35 -0.7302
N 2.17 0.54 -0.77 0.2421
C 1.36 -0.40 -0.04 0.0918
H 1.03 -1.18 -0.74 0.2215
C 2.20 -1.03 1.07 -0.8123
C 3.47 -1.60 0.51 0.6340
C 4.18 -2.57 1.21 -0.5198
C 5.35 -3.09 0.71 -0.6509
C 5.84 -2.64 -0.51 -0.5274
C 5.14 -1.68 -1.21 -0.7503
C 3.96 -1.14 -0.71 0.6663
C 3.23 -0.10 -1.52 -1.5899
H 2.80 -0.58 -2.41 0.3355
H 3.92 0.68 -1.85 0.5571
H 5.52 -1.32 -2.16 0.4303
H 6.76 -3.05 -0.91 0.3883
H 5.89 -3.84 1.27 0.3926
H 3.79 -2.91 2.16 0.4340
H 2.44 -0.27 1.82 0.2809
H 1.62 -1.82 1.57 0.4987
H 0.47 0.08 0.37 -0.4314
C 1.39 3.99 0.47 -1.0830
C 0.24 4.60 1.26 -0.6618
C -1.09 4.42 0.53 -0.8133
H -1.91 4.79 1.16 0.4154
H -1.08 5.01 -0.40 0.3539
H 0.42 5.66 1.44 0.4467
H 0.17 4.10 2.24 0.3079
H 1.54 4.53 -0.47 0.3520
H 2.32 4.05 1.03 0.4092
H 0.94 1.99 1.08 -0.0304
H -0.19 3.12 -1.52 0.1840
H -3.36 3.17 0.48 0.4165
H -2.83 3.06 -1.21 0.2766
H -1.94 1.07 1.78 0.4289
H -1.13 -1.76 3.86 0.2564
H -2.11 -0.28 3.67 0.3705
```

Properties
* gap between HOMO and LUMO: 8.96 eV
* SMILES: COc1cc(CN2CCC[C@H](C(=O)N3CCc4ccccc4C3)C2)cc(OC)c1OC
* LUMO level: 0.6 eV
* E: -1382.2938 a.u.
* energy above the lowest of the compared OMol25 structures with the same formula, charge and spin: 2.907 eV

=====

Record 4
# C3H9NOSi

C3H9NOSi in the gas phase (the ωB97M-V functional and the def2-TZVPD basis, the OMol25 dataset).

Structure (XYZ):
```
15
Properties=species:S:1:pos:R:3:mulliken_charge:R:1
C 1.49 1.59 0.53 -0.7045
C 0.75 0.63 1.17 -0.1658
C -1.28 0.50 -1.75 -0.4438
N -0.36 -2.02 1.26 -0.4131
O -1.04 -0.51 -0.80 -0.2963
Si 0.24 -0.86 0.12 0.3133
H 2.06 2.27 1.08 0.2914
H 1.41 1.48 -0.52 0.1380
H 0.60 0.89 2.20 0.3723
H -1.40 0.15 -2.78 0.2155
H -0.44 1.22 -1.64 0.2001
H -2.26 0.87 -1.48 0.1945
H -0.03 -2.17 2.27 0.2079
H -1.09 -2.61 0.96 0.1952
H 1.35 -1.43 -0.63 -0.1047
```

Properties
* gap between HOMO and LUMO: 10.35 eV
* SMILES: C=C[Si@@H](N)OC
* LUMO level: 1.0 eV
* E: -539.1960 a.u.
* energy above the lowest of the compared OMol25 structures with the same formula, charge and spin: 0.128 eV

=====

Record 5
# C18H27ClNSc

A molecular structure, C18H27ClNSc (the ωB97M-V functional and the def2-TZVPD basis, the OMol25 dataset).

Structure (XYZ):
```
48
Properties=species:S:1:pos:R:3:mulliken_charge:R:1
C -0.91 0.01 2.48 -0.7607
H -0.80 1.09 2.74 0.4964
H -1.95 -0.37 2.54 0.4748
H -0.79 1.90 -0.41 0.0942
C 0.21 -0.93 2.78 0.1530
H 0.37 -1.59 1.90 0.1905
H 1.17 -0.40 2.98 0.2689
C -0.25 -1.80 3.98 -1.3221
H 0.48 -2.56 4.28 0.3854
H -0.47 -1.14 4.83 0.3772
H -1.17 -2.32 3.67 0.3385
C -0.24 -0.21 -2.05 0.8854
C -0.20 -1.48 -1.43 0.9406
C -1.42 -1.67 -0.70 0.5099
C -2.23 -0.50 -0.86 0.0787
C -1.48 0.44 -1.68 0.2967
C -1.89 1.84 -2.08 -0.7198
C -3.58 -0.32 -0.26 -1.5014
C -1.84 -2.96 -0.08 -1.4178
C 0.81 -2.53 -1.71 -1.8623
C 0.82 0.31 -2.95 -1.3601
Sc -0.45 0.47 0.45 -0.1181
H -3.83 0.74 -0.11 0.3280
H -4.37 -0.75 -0.89 0.3942
H -3.66 -0.84 0.71 0.3254
H -2.60 2.27 -1.37 0.3077
H -1.03 2.53 -2.12 0.4056
H -2.33 1.92 -3.10 0.3320
H 1.76 -0.22 -2.77 0.3735
H 0.57 0.18 -4.02 0.3533
H 1.04 1.37 -2.78 0.2870
H 0.78 -3.30 -0.93 0.4053
H 0.71 -3.06 -2.68 0.3314
H 1.81 -2.08 -1.71 0.4266
H -2.20 -2.78 0.94 0.3041
H -2.62 -3.52 -0.62 0.3472
H -0.98 -3.65 -0.04 0.3452
Cl 5.52 1.35 1.31 -0.1437
C 4.00 1.86 0.74 -0.0284
C 3.86 3.07 0.08 -0.1937
C 2.63 3.46 -0.37 -0.8851
C 1.52 2.63 -0.13 -0.2214
N 1.65 1.43 0.46 0.0050
C 2.89 1.00 0.89 -0.3853
H 4.73 3.71 -0.06 0.4583
H 2.42 4.38 -0.90 0.4703
H 0.53 3.00 -0.36 0.7210
H 2.98 0.04 1.39 0.5085
```

Properties
* gap between HOMO and LUMO (spin up / spin down): 6.07 / 5.77 eV
* LUMO level (spin up / spin down): -9.4 / -9.6 eV
* total charge: +2
* E: -1977.0493 a.u.